[1]
31
Properties=species:S:1:pos:R:3:forces:R:3 method="wB97M-V/def2-TZVPD" e_above_lowest_ev=3.751 charge=+1 orbital_gap_ev=8.01 e_tot_ev=-63428.16405 max_force_ha_per_bohr=0.05859
Cu -12.004 20.813 0.745 -0.185 0.519 -0.574
C -10.655 23.069 -0.211 0.515 -1.450 0.026
C -9.949 21.740 -0.587 2.343 0.787 -1.676
O -9.971 20.696 0.351 0.511 1.088 0.858
O -12.005 22.685 0.013 -0.067 2.883 -0.606
H -10.625 23.805 -1.014 0.370 -0.376 -0.429
H -10.271 23.597 0.662 0.351 -0.446 0.265
H -8.898 21.905 -0.825 0.191 0.731 0.114
H -10.314 21.370 -1.545 -0.445 0.340 -0.001
H -9.476 19.917 0.085 0.103 0.171 -0.372
H -12.442 23.540 0.028 -0.861 -0.007 0.272
C -13.710 20.959 -1.311 -2.050 -0.471 -0.519
C -14.611 21.091 -0.012 1.084 2.268 -1.661
O -14.645 19.982 0.787 -0.617 -1.410 0.059
O -12.388 20.497 -1.105 -1.116 -0.860 -1.086
H -13.712 21.891 -1.874 0.037 0.445 0.500
H -14.227 20.286 -1.995 -0.034 -0.447 0.109
H -15.606 21.422 -0.309 -0.110 -0.278 -0.562
H -14.244 21.943 0.561 0.266 0.169 0.155
H -15.462 19.989 1.291 -0.167 -0.113 0.017
H -11.941 20.349 -1.942 -0.170 -0.132 -0.107
C -12.131 20.429 3.182 0.659 -0.024 0.831
C -12.442 19.192 2.311 0.192 -0.013 2.300
O -11.438 19.051 1.303 -0.607 -2.697 0.974
O -12.244 21.654 2.434 -1.145 0.201 1.640
H -11.099 20.509 3.523 0.213 -1.024 0.112
H -12.740 20.450 4.086 -0.390 -0.074 -0.143
H -13.472 19.230 1.958 0.746 -0.019 -0.348
H -12.371 18.308 2.943 -0.150 0.056 0.427
H -10.898 18.354 1.682 0.587 -0.085 -0.478
H -12.395 22.373 3.052 -0.055 0.268 -0.099

=====

[2]
8
Properties=species:S:1:pos:R:3:forces:R:3 method="wB97M-V/def2-TZVPD" e_above_lowest_ev=4.715 charge=0 orbital_gap_ev=8.49 smiles="C=C=O.N=O" e_tot_ev=-7703.12796 max_force_ha_per_bohr=0.07808
C -1.025 -0.952 0.397 0.416 -1.693 0.132
C -1.142 -0.141 -0.608 -1.990 1.611 0.661
N 1.832 1.123 0.415 -0.617 -1.598 -1.503
O -0.944 -1.691 1.303 -0.043 0.843 -0.614
O 1.169 0.549 -0.456 2.952 1.550 2.237
H -1.765 0.713 -0.224 0.583 -0.604 -0.705
H -0.771 -0.078 -1.623 0.048 -0.552 0.529
H 2.646 0.478 0.796 -1.350 0.443 -0.738

=====

[3]
24
Properties=species:S:1:pos:R:3:forces:R:3 method="wB97M-V/def2-TZVPD" e_above_lowest_ev=0.225 charge=+1 orbital_gap_ev="6.85 / 6.60" e_tot_ev=-13605.48150 max_force_ha_per_bohr=0.10623 multiplicity=4
C -1.672 -1.100 -4.222 -0.216 0.963 1.979
Re -0.887 -1.743 -1.122 -0.778 -0.693 -0.972
N -2.829 -2.402 -0.946 -2.642 -0.947 0.053
H 0.411 -2.169 -1.938 1.225 -0.103 -0.558
H -1.250 -1.967 -3.833 1.022 -2.306 0.207
H -0.816 -0.631 -4.714 -0.668 0.362 -0.146
H -1.892 -0.621 -3.169 -0.268 0.133 -2.296
H -2.522 -1.440 -4.825 0.118 0.830 0.170
H -3.409 -1.762 -0.383 0.376 -0.194 -0.192
H -2.761 -3.261 -0.409 -0.322 -0.442 0.299
H -3.415 -2.636 -1.760 0.335 0.207 0.148
N -0.277 -0.190 -0.390 3.074 3.736 2.536
C 0.299 0.592 0.308 -1.434 -2.652 -1.389
C 1.080 1.133 1.344 -0.412 0.269 -0.474
C 1.359 2.508 1.258 0.138 -0.723 0.559
C 2.094 3.036 2.300 -0.141 -0.578 -0.217
C 2.526 2.224 3.355 0.003 0.989 -0.197
C 2.230 0.881 3.388 -0.018 -1.033 0.254
C 1.500 0.273 2.388 -0.239 0.808 -0.757
H 0.993 3.070 0.393 0.245 -0.057 0.513
H 2.321 4.066 2.250 0.370 0.955 0.281
H 3.093 2.681 4.161 -0.058 -0.150 -0.117
H 2.569 0.251 4.195 0.150 0.102 0.244
H 1.253 -0.793 2.371 0.140 0.525 0.073

=====

[4]
24
Properties=species:S:1:pos:R:3:forces:R:3 method="wB97M-V/def2-TZVPD" e_above_lowest_ev=2.956 charge=0 orbital_gap_ev=8.47 smiles=C[C@@H](O)[C@H]1c2sccc2-c2cncn21 e_tot_ev=-26393.08150 max_force_ha_per_bohr=0.07077
C 2.693 -0.511 1.456 0.759 1.163 1.605
C 1.160 2.596 0.232 -0.257 1.895 -1.296
C 2.565 -1.849 1.658 1.866 -1.614 -0.353
C -0.965 2.272 -0.242 1.512 -0.218 0.779
C 1.453 0.066 1.076 -1.261 -0.530 -0.532
C 0.900 1.310 0.555 0.063 -0.394 0.079
C 0.412 -0.846 1.013 0.815 -0.521 0.450
C -0.862 -0.284 0.493 -2.182 -1.704 -1.661
C -2.246 -0.184 -1.740 0.571 -2.790 -2.223
C -1.388 -1.210 -0.985 0.070 2.568 2.578
N -0.010 3.190 -0.232 -0.877 -0.583 -0.357
N -0.436 1.078 0.233 -0.217 0.648 -0.009
O -0.316 -1.736 -1.662 0.065 0.605 -0.950
S 1.005 -2.459 1.301 -0.576 0.669 0.180
H 3.545 0.093 1.894 -0.855 -0.904 -1.218
H 2.042 3.233 0.013 -0.355 -1.056 1.009
H 3.403 -2.607 1.843 -1.476 1.393 0.035
H -2.002 2.399 -0.548 0.445 -0.005 0.179
H -1.838 -0.333 1.105 1.792 0.068 -0.507
H -1.527 0.607 -1.955 -0.707 0.188 -0.796
H -3.106 0.141 -1.182 -0.071 0.238 0.582
H -2.722 -0.774 -2.668 1.354 1.716 1.574
H -2.011 -1.989 -0.617 -0.547 -0.742 0.795
H 0.252 -2.206 -1.042 0.068 -0.091 0.058

=====

[5]
19
Properties=species:S:1:pos:R:3:forces:R:3 method="wB97M-V/def2-TZVPD" e_above_lowest_ev=8.002 charge=+1 orbital_gap_ev=7.07 e_tot_ev=-7325.48531 max_force_ha_per_bohr=0.09385
C -0.443 -0.795 -0.993 2.131 -1.480 2.203
C 0.673 -1.419 0.046 -0.526 1.590 -0.036
C 2.074 -0.682 -0.055 -0.264 -2.309 1.921
C 1.948 0.703 0.506 0.148 -1.243 -0.820
N 1.353 1.373 -0.578 -0.619 -2.285 -1.065
N -0.861 0.446 -0.379 2.928 -1.487 1.188
H 0.063 -0.770 -1.972 -0.467 0.511 -0.089
H -1.336 -1.441 -1.100 0.082 0.410 -0.035
H 0.752 -2.506 0.131 -0.065 0.190 -0.785
H 0.272 -1.098 1.039 0.261 -0.420 -0.576
H 2.791 -1.213 0.625 -0.552 0.002 -0.773
H 2.551 -0.569 -1.043 -0.440 -0.465 0.326
H 2.990 1.017 0.672 -0.239 1.092 -0.048
H -7.005 0.490 1.910 -0.704 1.846 -0.668
H 1.409 0.861 1.459 0.112 -0.197 -0.065
H 0.089 1.210 -0.544 0.290 -0.390 0.349
H -7.279 1.209 1.649 0.706 -1.846 0.667
H -1.499 0.887 -0.936 -2.698 1.686 -2.228
H 1.458 2.299 -0.438 -0.082 4.795 0.535

=====

[6]
44
Properties=species:S:1:pos:R:3:forces:R:3 method="wB97M-V/def2-TZVPD" e_above_lowest_ev=0.000 charge=0 orbital_gap_ev=8.13 smiles="C[Si](C)(C)N(C(=S)NC(=O)c1ccccc1)[Si](C)(C)C" e_tot_ev=-46528.63481 max_force_ha_per_bohr=0.05375
O -1.149 3.216 1.351 0.442 -0.713 -1.337
S -2.133 0.485 2.223 0.451 -0.634 -0.673
C -0.767 2.630 0.342 -0.774 1.144 2.370
C -0.961 0.197 1.069 -1.606 0.672 1.802
C 0.339 4.963 -3.040 0.518 0.559 0.198
C 0.818 5.267 -1.759 -0.169 0.148 -0.829
C -0.510 3.882 -3.221 0.106 0.059 -0.631
C 0.387 4.521 -0.677 -0.157 -0.614 -0.728
C -0.850 3.046 -2.184 -0.303 0.150 1.745
C -0.404 3.383 -0.875 0.071 0.255 -1.329
N -0.534 1.276 0.293 0.732 -2.112 -1.626
N -0.363 -1.040 0.869 0.575 0.624 -1.144
C -0.347 -3.970 -0.261 0.013 1.415 0.233
C -1.399 -3.119 2.511 -1.132 -0.093 -0.993
C -3.028 -2.401 0.057 1.385 0.003 -0.397
C 2.113 -2.603 1.472 -0.169 0.813 0.671
C 1.784 -1.073 -1.149 0.467 -0.152 0.794
C 2.134 0.503 1.446 -0.519 -0.513 -0.033
Si -1.268 -2.586 0.713 -0.736 -0.478 1.393
Si 1.409 -1.068 0.685 0.378 0.612 -0.833
H 0.632 5.612 -3.884 -0.232 -0.552 0.477
H 1.515 6.099 -1.649 -0.293 -0.167 0.172
H -0.911 3.674 -4.199 -0.048 0.020 -0.223
H 0.662 4.784 0.314 0.245 0.119 0.707
H -1.605 2.260 -2.321 0.604 0.151 0.030
H 0.011 0.964 -0.515 -0.344 0.401 0.230
H 0.136 -3.633 -1.174 -0.117 0.062 -0.241
H -1.060 -4.737 -0.510 -0.377 -0.306 -0.071
H 0.436 -4.388 0.346 0.094 -0.409 0.184
H -1.638 -4.178 2.548 0.078 -0.229 0.304
H -2.190 -2.548 3.018 0.262 -0.123 -0.197
H -0.473 -2.895 2.969 1.010 -0.024 0.792
H -3.773 -2.889 0.673 -0.006 0.019 0.107
H -3.196 -1.345 -0.020 -0.567 0.640 0.063
H -3.024 -2.801 -0.948 -0.330 -0.199 -0.321
H 3.059 -2.910 1.054 0.288 -0.085 -0.298
H 1.432 -3.430 1.508 -0.111 -0.331 -0.005
H 2.294 -2.312 2.505 0.149 -0.114 0.276
H 2.814 -0.747 -1.276 0.174 0.009 -0.187
H 1.144 -0.422 -1.719 -0.301 0.134 -0.417
H 1.709 -2.103 -1.468 -0.100 -0.165 -0.508
H 1.813 0.450 2.484 0.070 0.405 0.297
H 3.216 0.582 1.413 0.171 -0.279 -0.017
H 1.725 1.405 0.986 0.108 -0.117 0.195

=====

[7]
12
Properties=species:S:1:pos:R:3:forces:R:3 method="wB97M-V/def2-TZVPD" e_above_lowest_ev=0.699 charge=0 orbital_gap_ev=11.31 smiles="C=NOC[C@@H](F)Cl" e_tot_ev=-21967.26583 max_force_ha_per_bohr=0.06324
C 0.834 0.425 -0.357 0.740 -0.882 1.082
C -0.122 0.727 0.778 -0.416 -0.889 -0.822
C -2.972 -0.509 -0.555 -1.345 -2.756 -1.081
H 0.317 0.326 -1.290 -0.160 -0.306 -0.548
H 0.318 0.635 1.736 0.672 -0.355 0.899
H -0.419 1.722 0.659 -0.655 1.719 -0.255
H -2.830 -1.603 -0.418 0.097 0.768 0.224
H -3.779 -0.221 -1.220 0.035 0.280 0.179
N -2.249 0.369 -0.085 1.512 2.122 0.596
O -1.248 -0.126 0.746 0.043 -0.650 0.139
F 1.756 1.413 -0.460 0.075 0.312 -0.013
Cl 1.757 -1.118 0.006 -0.599 0.638 -0.400